[1]
Molecular formula: C5H8O
Method: DFT, the ωB97M-V functional and the def2-TZVPD basis

Computed properties:
Relative energy (zero: lowest compared OMol25 entry of this formula, charge and spin): 92.5 kcal/mol
Charge: 0
Frontier orbital gap: 10.0 eV

CARTESIAN COORDINATES (ANGSTROEM)
C  2.219  0.719  0.113
C  1.162  0.644  -0.872
C  0.159  0.339  -1.482
C  -0.427  -1.024  -1.219
O  -1.693  -1.050  -0.623
C  -2.076  0.091  0.110
H  1.787  0.528  1.106
H  2.988  -0.038  -0.085
H  2.656  1.712  0.092
H  0.326  -1.463  -0.543
H  -0.441  -1.647  -2.114
H  -2.258  0.944  -0.557
H  -3.006  -0.188  0.609
H  -1.349  0.414  0.875

Results of the natural (NBO) charge analysis, in e, for atoms 1 through 2: atom 1 (C): -0.711, atom 2 (C): 0.109

[2]
Molecular formula: CHClN2O2S
Method: DFT, the ωB97M-V functional and the def2-TZVPD basis

Computed properties:
Relative energy (zero: lowest compared OMol25 entry of this formula, charge and spin): 160.3 kcal/mol
Charge: 0
Frontier orbital gap (spin up / spin down): 8.5 / 8.4 eV

CARTESIAN COORDINATES (ANGSTROEM)
C  0.529  1.262  2.499
N  0.099  1.419  3.549
N  -0.263  0.300  0.235
O  2.418  2.451  0.087
O  1.767  -0.685  1.154
S  1.208  0.613  0.926
Cl  -1.149  1.701  -0.276
H  -0.520  -0.576  -0.191

Results of the natural (NBO) charge analysis, in e, for atoms 1 through 2: atom 1 (C): -0.043, atom 2 (N): -0.213

[3]
Molecular formula: C5H12BBrILiNO3S
Method: DFT, the ωB97M-V functional and the def2-TZVPD basis

Computed properties:
Relative energy (zero: lowest compared OMol25 entry of this formula, charge and spin): 70.3 kcal/mol
Charge: +1
Frontier orbital gap: 7.1 eV

CARTESIAN COORDINATES (ANGSTROEM)
C  2.485  -1.052  0.146
C  1.979  -0.891  -1.404
O  1.901  0.491  -1.900
B  1.437  1.439  -0.871
O  2.493  2.272  -0.198
C  -0.102  1.649  -0.338
Br  -0.392  3.640  -0.048
O  -1.154  1.155  -1.238
C  -1.560  -0.232  -0.902
C  -3.041  -0.370  -0.228
N  -3.102  -0.278  1.272
S  -2.100  -1.437  2.095
I  -2.932  1.633  2.003
H  1.613  -0.943  0.955
H  2.849  -2.184  0.259
H  3.437  -0.401  0.422
H  1.000  -1.521  -1.525
H  2.799  -1.437  -2.079
H  2.540  1.940  0.767
H  -0.185  1.119  0.717
H  -1.616  -0.801  -1.951
H  -0.683  -0.736  -0.316
H  -3.501  -1.417  -0.543
H  -3.713  0.505  -0.678
H  -0.740  -0.988  2.123
Li  0.287  -1.155  3.460

Results of the natural (NBO) charge analysis, in e, for atoms 1 through 2: atom 1 (C): -0.681, atom 2 (C): -0.079

[4]
Molecular formula: C4H8O19S4Y
Method: DFT, the ωB97M-V functional and the def2-TZVPD basis

Computed properties:
Relative energy (zero: lowest compared OMol25 entry of this formula, charge and spin): 81.9 kcal/mol
Charge: -5
Frontier orbital gap: 2.1 eV

CARTESIAN COORDINATES (ANGSTROEM)
Y  1.423  -1.243  0.143
S  1.136  -3.064  2.655
O  0.257  -4.198  2.799
O  2.134  -3.196  1.525
O  0.420  -1.958  1.957
O  1.801  -2.512  3.815
S  1.353  0.579  -2.957
O  -0.048  0.401  -3.391
O  1.836  1.940  -3.068
O  1.482  0.073  -1.542
O  1.912  -0.374  -3.893
S  0.239  -3.118  -1.834
O  0.004  -2.765  -3.206
O  -0.397  -2.201  -0.844
O  -0.131  -4.526  -1.570
O  1.614  -2.830  -1.421
S  3.596  0.334  1.038
O  2.166  0.361  1.389
O  4.441  0.092  2.191
O  3.518  -0.828  0.188
O  4.026  1.479  0.247
C  -1.837  2.973  -1.603
C  -2.196  1.526  -1.105
O  -2.362  1.397  0.350
C  -1.496  0.778  1.085
O  -0.432  0.297  0.702
O  -1.969  0.741  2.412
C  -2.985  1.706  2.948
H  -2.686  3.657  -1.637
H  -1.353  3.029  -2.578
H  -1.088  3.405  -0.940
H  -1.662  0.696  -1.566
H  -3.148  1.325  -1.597
H  -3.799  1.246  3.507
H  -3.350  2.410  2.199
H  -2.419  2.370  3.602

Results of the natural (NBO) charge analysis, in e, for atoms 1 through 2: atom 1 (Y): 1.966, atom 2 (S): 2.601

[5]
Molecular formula: C42H128N28O18
Method: DFT, the ωB97M-V functional and the def2-TZVPD basis

Computed properties:
Charge: 0
Frontier orbital gap: 8.5 eV

CARTESIAN COORDINATES (ANGSTROEM)
C  0.808  3.207  -5.433
O  -0.142  2.671  -4.836
N  1.554  2.631  -6.339
N  1.138  4.491  -5.382
H  2.368  2.924  -6.862
H  1.311  1.651  -6.322
H  1.951  4.815  -5.885
H  0.645  5.143  -4.789
C  6.341  -4.210  2.309
O  5.693  -3.201  1.952
N  5.959  -5.226  3.063
N  7.584  -4.452  2.085
H  5.037  -5.102  3.456
H  6.619  -5.895  3.433
H  7.880  -3.861  1.321
H  8.117  -5.178  2.541
C  -9.479  1.195  -2.783
O  -8.364  1.005  -2.326
N  -9.716  1.729  -3.975
N  -10.614  0.966  -2.147
H  -8.907  1.939  -4.543
H  -10.676  1.995  -4.142
H  -10.610  0.650  -1.188
H  -11.445  1.023  -2.718
C  -8.839  -2.559  1.477
O  -9.932  -2.114  1.263
N  -8.731  -3.689  2.054
N  -7.736  -1.928  1.293
H  -9.573  -4.233  2.181
H  -7.839  -3.966  2.439
H  -6.914  -2.493  1.453
H  -7.755  -1.116  0.692
C  -4.977  1.846  -6.625
O  -6.150  1.703  -6.940
N  -4.637  2.201  -5.436
N  -3.881  1.702  -7.370
H  -3.678  2.224  -5.119
H  -5.331  2.127  -4.706
H  -4.091  1.505  -8.338
H  -3.034  2.057  -6.949
C  6.206  -1.328  -3.768
O  6.999  -2.204  -3.880
N  5.875  -0.427  -4.696
N  5.615  -1.057  -2.599
H  6.069  -0.643  -5.664
H  5.324  0.376  -4.427
H  5.038  -0.234  -2.701
H  5.499  -1.615  -1.765
C  3.013  6.760  4.068
O  1.820  6.691  4.254
N  3.722  5.674  3.862
N  3.777  7.832  4.132
H  3.326  4.752  3.979
H  4.693  5.713  3.585
H  4.774  7.732  4.004
H  3.212  8.665  4.045
C  5.041  4.834  -1.483
O  4.631  3.729  -1.325
N  5.785  5.563  -0.611
N  4.665  5.661  -2.456
H  6.086  6.460  -0.965
H  5.964  5.274  0.340
H  3.957  5.290  -3.073
H  5.024  6.604  -2.487
C  3.625  -0.620  6.921
O  3.482  -0.821  8.099
N  4.554  -1.252  6.214
N  2.825  0.024  6.110
H  5.199  -1.840  6.721
H  4.570  -0.987  5.240
H  1.899  0.196  6.474
H  2.971  0.045  5.111
C  -4.015  -0.797  5.423
O  -4.273  -1.368  6.424
N  -4.084  -1.326  4.248
N  -3.644  0.453  5.350
H  -3.664  -0.866  3.453
H  -4.324  -2.307  4.280
H  -3.475  0.911  4.466
H  -3.549  0.881  6.260
C  7.901  3.625  5.534
C  8.678  4.012  4.245
C  8.517  2.888  3.249
O  9.325  3.228  2.106
C  9.354  2.257  1.094
N  8.252  5.334  3.768
H  8.390  2.841  6.113
H  6.914  3.213  5.322
H  7.760  4.574  6.051
H  9.692  4.148  4.619
H  7.513  2.951  2.829
H  8.771  1.889  3.604
H  10.029  1.489  1.471
H  9.839  2.506  0.150
H  8.472  1.619  1.049
H  8.763  5.585  2.934
H  8.321  6.092  4.432
C  7.558  -8.215  -1.493
C  6.744  -8.177  -2.806
C  5.509  -7.287  -2.620
O  4.705  -7.858  -1.632
C  3.580  -7.095  -1.274
N  7.638  -7.694  -3.841
H  6.957  -8.605  -0.672
H  7.913  -7.218  -1.237
H  8.503  -8.746  -1.602
H  6.586  -9.200  -3.150
H  4.896  -7.232  -3.521
H  5.765  -6.257  -2.375
H  3.801  -6.028  -1.249
H  3.396  -7.485  -0.273
H  2.751  -7.397  -1.915
H  7.904  -6.825  -3.402
H  7.088  -7.489  -4.663
C  0.279  -0.897  1.111
C  0.674  0.617  1.009
C  -0.279  1.516  1.738
O  -1.660  1.365  1.453
C  -2.047  1.577  0.080
N  1.944  0.716  1.645
H  0.195  -1.046  2.187
H  1.081  -1.530  0.731
H  -0.716  -1.040  0.690
H  0.718  0.916  -0.039
H  0.053  2.539  1.566
H  -0.354  1.295  2.802
H  -1.473  0.888  -0.540
H  -1.853  2.575  -0.314
H  -3.113  1.366  -0.012
H  2.411  -0.164  1.482
H  2.402  1.385  1.042
C  0.517  -4.824  -7.756
C  -0.472  -3.668  -7.502
C  0.287  -2.439  -7.055
O  1.240  -2.637  -5.953
C  0.643  -2.984  -4.741
N  -1.235  -3.425  -8.702
H  1.357  -4.482  -8.361
H  0.098  -5.623  -8.368
H  0.964  -5.057  -6.790
H  -1.080  -3.989  -6.657
H  -0.305  -1.548  -6.843
H  1.005  -2.178  -7.832
H  -0.396  -2.658  -4.693
H  1.185  -2.800  -3.813
H  0.360  -4.036  -4.700
H  -1.761  -4.266  -8.895
H  -2.036  -2.866  -8.445
C  -6.292  -5.760  -4.026
C  -6.189  -4.335  -3.270
C  -4.723  -3.920  -3.001
O  -3.906  -4.833  -2.320
C  -4.340  -5.005  -1.033
N  -6.983  -3.493  -4.076
H  -5.744  -6.497  -3.438
H  -5.871  -5.672  -5.027
H  -7.360  -5.973  -4.063
H  -6.714  -4.354  -2.315
H  -4.783  -2.954  -2.501
H  -4.194  -3.587  -3.894
H  -5.287  -5.543  -0.995
H  -4.509  -4.076  -0.488
H  -3.642  -5.584  -0.428
H  -7.069  -2.566  -3.684
H  -7.952  -3.781  -4.077
C  0.240  -7.136  5.663
C  0.149  -5.663  6.057
C  -0.380  -5.534  7.543
O  0.619  -6.114  8.450
C  0.015  -6.305  9.761
N  1.443  -5.033  5.998
H  0.864  -7.217  4.774
H  -0.712  -7.616  5.435
H  0.877  -7.720  6.328
H  -0.430  -5.182  5.269
H  -1.235  -6.178  7.746
H  -0.549  -4.511  7.880
H  0.678  -6.788  10.479
H  -0.792  -7.036  9.708
H  -0.402  -5.425  10.252
H  1.627  -5.232  6.971
H  1.335  -4.032  5.918
C  0.158  9.371  -5.097
C  -1.231  8.866  -4.661
C  -1.163  8.748  -3.172
O  -0.172  7.873  -2.639
C  -0.171  7.764  -1.212
N  -2.361  9.710  -5.112
H  0.883  8.573  -4.936
H  0.454  10.267  -4.551
H  0.053  9.590  -6.160
H  -1.376  7.872  -5.084
H  -2.126  8.467  -2.744
H  -0.952  9.735  -2.761
H  0.326  6.833  -0.936
H  -1.189  7.620  -0.849
H  0.363  8.574  -0.716
H  -3.228  9.410  -4.690
H  -2.235  10.670  -4.822
C  -9.547  3.124  4.683
C  -8.545  4.280  4.901
C  -7.512  4.194  3.793
O  -6.754  5.372  3.936
C  -5.465  5.133  3.316
N  -9.247  5.540  4.955
H  -10.328  3.212  3.928
H  -10.051  3.083  5.649
H  -8.942  2.261  4.404
H  -8.060  4.003  5.837
H  -7.913  4.178  2.780
H  -7.029  3.225  3.921
H  -5.485  5.175  2.227
H  -5.095  4.132  3.541
H  -4.724  5.849  3.671
H  -9.641  5.812  4.066
H  -10.070  5.490  5.538

Results of the Löwdin charge analysis, in e, for atoms 1 through 2: atom 1 (C): -0.745, atom 2 (O): 0.000

| no. | E_tot (eV) |
| --- | --- |
| 1 | -7358.246 |
| 2 | -31477.031 |
| 3 | -102862.196 |
| 4 | -87552.904 |
| 5 | -124204.096 |